Entry 1:
# C4H12N2OS

The molecule C4H12N2OS in a non-equilibrium geometry (ωB97M-V/def2-TZVPD, OMol25).

```
20
Properties=species:S:1:pos:R:3:nbo_charge:R:1
S 1.530 -0.202 -0.488 2.0065
O 2.822 -0.138 0.128 -0.9622
N 1.219 0.778 -1.615 -1.2206
N 1.227 -1.868 -0.738 -1.0384
C -0.140 0.095 0.973 -0.2193
C 0.244 1.274 1.807 -0.6534
C -1.310 0.449 0.147 -0.4607
C -1.854 -0.642 -0.813 -0.6166
H -1.462 -0.648 -1.776 0.2095
H -3.004 -0.658 -1.093 0.2168
H -1.558 -1.617 -0.405 0.2055
H -1.257 1.308 -0.411 0.2301
H 0.727 -1.823 -1.628 0.3857
H -0.687 1.577 2.361 0.2152
H -0.252 -0.879 1.540 0.2222
H 1.923 1.590 -1.734 0.4179
H 0.664 2.030 1.231 0.2229
H 1.053 1.043 2.478 0.2262
H -2.044 0.719 0.948 0.2076
H 2.159 -2.387 -0.911 0.4051
```

The SMILES is CC[C@H](C)[S@](=N)(N)=O. The orbital gap comes out at 9.644 eV. The molecular weight comes out at 136.22 g/mol. The electronic energy is -742.42194 Ha. Its spin multiplicity is 1.



Entry 2:
# C4H12N2S

A 2-piece molecular cluster, C4H12N2S overall in a non-equilibrium geometry (ωB97M-V/def2-TZVPD, OMol25).

```
19
Properties=species:S:1:pos:R:3:nbo_charge:R:1
S 0.626 -2.418 -0.694 -0.0569
N 0.915 0.194 2.381 -0.7290
N 0.997 1.053 0.251 -0.6365
C -1.832 -1.197 -0.186 -0.6307
C 0.725 1.180 1.589 0.2778
C -1.117 -2.139 -1.160 -0.5118
C 1.111 2.261 -0.539 -0.4036
H 2.145 2.550 -0.741 0.1883
H 0.554 0.475 3.288 0.3358
H 1.290 -1.802 -1.694 0.1181
H 0.622 2.204 1.958 0.1426
H -1.565 -3.129 -1.159 0.2158
H 0.633 3.088 -0.021 0.2039
H -2.839 -1.560 0.025 0.2076
H 1.486 0.166 0.187 0.4190
H -1.143 -1.748 -2.173 0.2205
H 0.595 2.103 -1.487 0.1963
H -1.275 -1.102 0.746 0.2334
H -1.927 -0.180 -0.570 0.2093
```

The SMILES is [H]/N=C/NC.CCS. The orbital gap comes out at 9.515 eV. The molecular weight comes out at 120.22 g/mol. The electronic energy is -667.26332 Ha. Its spin multiplicity is 1.



Entry 3:
# C4H12N2S

The molecule C4H12N2S in a non-equilibrium geometry (ωB97M-V/def2-TZVPD, OMol25).

```
19
Properties=species:S:1:pos:R:3:nbo_charge:R:1
S 0.818 -2.479 1.363 -0.1033
N -2.085 2.433 -1.274 -0.8286
N -0.234 -0.085 -0.467 -0.6360
C 0.792 0.256 0.488 -0.2326
C -0.327 0.680 -1.686 -0.2057
C 0.927 -0.647 1.694 -0.4913
C -0.663 2.198 -1.521 -0.2433
H -1.128 -0.139 0.010 0.3623
H 0.658 0.626 -2.158 0.1933
H 0.134 -2.220 0.232 0.1514
H 1.890 -0.462 2.159 0.2238
H -2.646 1.811 -1.859 0.3412
H -0.237 2.739 -2.366 0.1745
H 1.760 0.283 -0.023 0.1929
H 0.614 1.254 0.922 0.1737
H 0.142 -0.461 2.428 0.2043
H -2.342 3.290 -1.735 0.3542
H -0.105 2.443 -0.617 0.1804
H -1.112 0.219 -2.290 0.1890
```

The SMILES is NCCNCCS. The orbital gap comes out at 9.741 eV. The molecular weight comes out at 120.22 g/mol. The electronic energy is -667.27151 Ha. Its spin multiplicity is 1.



Entry 4:
# C4H12N2S

The molecule C4H12N2S in a non-equilibrium geometry (ωB97M-V/def2-TZVPD, OMol25).

```
19
Properties=species:S:1:pos:R:3:nbo_charge:R:1
S 1.991 -0.630 1.914 -0.0694
N -2.820 1.476 -0.955 -0.8760
N -1.253 -0.353 -0.469 -0.6452
C -0.170 0.612 -0.317 -0.2326
C 1.186 0.059 -0.772 -0.3995
C -2.433 0.119 -1.263 -0.0539
C 1.902 -0.980 0.125 -0.5044
H -0.293 1.511 -0.908 0.1994
H -3.231 -0.524 -0.945 0.1822
H -3.641 1.605 -0.384 0.3640
H 2.927 -1.037 -0.252 0.2116
H -1.557 -0.616 0.460 0.3525
H -2.039 0.079 -2.279 0.1819
H 1.497 -1.977 0.064 0.2145
H 1.133 -0.469 -1.727 0.2147
H -0.080 0.925 0.710 0.1829
H 1.391 0.560 1.999 0.1138
H -2.906 2.124 -1.720 0.3669
H 1.869 0.900 -0.824 0.1967
```

The SMILES is NCNCCCS. The orbital gap comes out at 9.675 eV. The molecular weight comes out at 120.22 g/mol. The electronic energy is -667.26802 Ha. Its spin multiplicity is 1.



Entry 5:
# C4H12N2S

C4H12N2S as an isolated structure in a non-equilibrium geometry (ωB97M-V/def2-TZVPD, OMol25).

```
19
Properties=species:S:1:pos:R:3:nbo_charge:R:1
S 0.470 -1.755 0.358 -0.4724
N -2.143 1.425 -2.187 -0.7751
N -1.788 -0.039 -0.412 -0.7217
C 1.002 -0.664 1.747 -0.5146
C 2.174 1.074 0.244 -0.6112
C -1.427 0.524 -1.512 0.3544
C 1.179 0.821 1.379 -0.3988
H 1.972 -1.072 2.127 0.2039
H -0.453 0.170 -1.892 0.2306
H -2.676 0.262 -0.006 0.3783
H 2.226 2.188 0.015 0.1885
H 0.203 1.272 1.038 0.1770
H 3.166 0.724 0.454 0.2044
H -1.006 -0.832 0.040 0.3487
H 1.513 1.459 2.307 0.1926
H 1.893 0.574 -0.642 0.2089
H -2.996 1.826 -1.824 0.4006
H -1.686 2.016 -2.871 0.4095
H 0.273 -0.732 2.571 0.1964
```

The orbital gap comes out at 7.077 eV. The molecular weight comes out at 120.22 g/mol. The electronic energy is -667.25872 Ha. Its spin multiplicity is 1.



Entry 6:
# C4H12N2S

The molecule C4H12N2S in a non-equilibrium geometry (ωB97M-V/def2-TZVPD, OMol25).

```
19
Properties=species:S:1:pos:R:3:nbo_charge:R:1
S -1.933 -2.579 0.995 -0.0531
N 2.221 1.352 -1.431 -0.8188
N 0.308 -0.357 0.320 -0.6559
C -0.754 0.001 1.242 -0.2265
C 0.757 1.135 -1.630 -0.2410
C -1.330 -1.171 1.992 -0.5132
C 0.248 -0.196 -1.157 -0.2353
H -2.217 -0.794 2.510 0.2146
H 2.321 2.339 -1.247 0.3559
H 2.513 0.876 -0.601 0.3391
H -0.327 0.691 1.979 0.1988
H -0.816 -0.271 -1.423 0.1983
H -0.661 -1.541 2.770 0.2100
H 0.122 1.903 -1.177 0.1676
H 0.478 1.352 -2.674 0.1921
H -1.516 0.544 0.675 0.1869
H 1.220 -0.048 0.592 0.3527
H -1.299 -2.150 -0.103 0.1244
H 0.665 -1.084 -1.632 0.2034
```

The SMILES is NCCNCCS. The orbital gap comes out at 9.620 eV. The molecular weight comes out at 120.22 g/mol. The electronic energy is -667.26311 Ha. Its spin multiplicity is 1.



Entry 7:
# C4H12N2S

The molecule C4H12N2S in a non-equilibrium geometry (ωB97M-V/def2-TZVPD, OMol25).

```
19
Properties=species:S:1:pos:R:3:nbo_charge:R:1
S -0.119 -0.328 -3.417 -0.1123
N -1.541 -0.537 1.766 -0.8577
N 0.582 -0.839 0.476 -0.6796
C 0.141 1.659 -0.061 -0.6292
C -0.062 -0.700 1.880 -0.0513
C 1.052 -0.184 -1.873 -0.4392
C 0.161 0.122 -0.491 -0.0291
H -0.838 0.024 -0.796 0.1743
H -0.502 1.830 0.847 0.1948
H 0.662 -1.877 0.326 0.3824
H 0.374 0.267 2.098 0.1720
H -1.835 0.470 1.789 0.3501
H -0.354 2.256 -0.748 0.2170
H 0.127 -1.456 2.543 0.1892
H 1.020 2.216 0.084 0.2064
H -2.035 -0.726 2.680 0.3554
H 0.054 -1.671 -3.669 0.1386
H 1.397 -1.103 -1.525 0.2169
H 1.717 0.576 -1.909 0.2012
```

The SMILES is C[C@@H](CS)NCN. The orbital gap comes out at 9.629 eV. The molecular weight comes out at 120.22 g/mol. The electronic energy is -667.20609 Ha. Its spin multiplicity is 1.



Entry 8:
# C4H12N2S

A 2-piece molecular cluster, C4H12N2S overall (ωB97M-V/def2-TZVPD, OMol25).

```
19
Properties=species:S:1:pos:R:3:nbo_charge:R:1
S -0.080 2.065 -1.068 -0.0694
N 0.852 -2.413 0.183 -0.8535
N 1.803 0.720 1.964 -0.8292
C 1.152 -0.447 1.521 -0.0275
C 1.571 -1.221 0.536 -0.1149
C -1.671 -0.153 -1.290 -0.6301
C -1.749 1.327 -0.983 -0.4943
H -2.170 1.496 0.009 0.2051
H -2.382 1.853 -1.693 0.2078
H 1.305 1.166 2.718 0.3663
H 0.249 -0.729 2.054 0.1842
H -2.652 -0.614 -1.196 0.2159
H 1.944 1.403 1.232 0.3810
H -0.990 -0.659 -0.608 0.2319
H -1.315 -0.322 -2.310 0.2079
H -0.469 3.346 -0.951 0.1207
H 0.953 -2.629 -0.799 0.3607
H 2.469 -0.975 -0.022 0.1728
H 1.178 -3.216 0.705 0.3646
```

The SMILES is N/C=C/N.CCS. The orbital gap comes out at 8.722 eV. The molecular weight comes out at 120.22 g/mol. The electronic energy is -667.26780 Ha. Its spin multiplicity is 1.



Entry 9:
# C4H12N2S

The molecule C4H12N2S in a non-equilibrium geometry (ωB97M-V/def2-TZVPD, OMol25).

```
19
Properties=species:S:1:pos:R:3:nbo_charge:R:1
S 3.377 -0.454 -0.699 -0.0803
N -2.496 0.456 0.070 -0.8442
N 0.436 -0.336 0.893 -0.6342
C -1.961 -0.874 0.174 -0.2206
C 2.058 0.821 -0.700 -0.5162
C 1.113 0.897 0.486 -0.2209
C -0.458 -0.907 -0.093 -0.2233
H -0.082 -0.114 1.724 0.3636
H -3.492 0.405 0.189 0.3572
H 2.905 -1.177 0.323 0.1414
H -2.409 -1.532 -0.575 0.1683
H 1.486 0.669 -1.610 0.2065
H -0.176 -1.910 -0.416 0.1942
H -0.407 -0.275 -0.997 0.1636
H -2.175 -1.202 1.191 0.1854
H 2.617 1.740 -0.683 0.2251
H 0.310 1.599 0.215 0.1797
H 1.691 1.271 1.320 0.2019
H -2.337 0.922 -0.814 0.3526
```

The SMILES is NCCNCCS. The orbital gap comes out at 9.807 eV. The molecular weight comes out at 120.22 g/mol. The electronic energy is -667.27061 Ha. Its spin multiplicity is 1.



Entry 10:
# C4H12N2S2

A 2-piece molecular cluster, C4H12N2S2 overall in a non-equilibrium geometry (ωB97M-V/def2-TZVPD, OMol25).

```
20
Properties=species:S:1:pos:R:3:nbo_charge:R:1
S -2.923 0.218 1.499 -0.1003
S 0.300 -0.907 2.039 -0.0480
N 1.322 -1.361 -0.939 -0.6247
N 1.081 -0.080 -0.817 -0.2068
C -1.493 0.053 0.248 -0.3205
C -0.095 0.313 0.735 -0.2246
C 2.255 0.624 -0.402 -0.4329
C -1.650 1.014 -0.934 -0.6084
H 2.868 0.934 -1.283 0.2072
H 1.992 1.529 0.151 0.2046
H -2.128 -0.546 2.405 0.1507
H -0.943 1.797 -0.916 0.2112
H -0.404 -1.924 1.277 0.1250
H 0.107 1.254 1.012 0.1802
H -1.467 -0.928 -0.010 0.1808
H 2.808 -0.107 0.185 0.1713
H 0.512 -1.950 -1.180 0.3670
H -1.470 0.467 -1.827 0.2238
H 1.959 -1.910 -0.257 0.3314
H -2.629 1.512 -0.985 0.2130
```

The orbital gap comes out at 8.387 eV. The molecular weight comes out at 152.29 g/mol. The electronic energy is -1065.34676 Ha. Its spin multiplicity is 1.



spin multiplicity of number 4 (C4H12N2S)?
1